The following is a DFT calculation (ωB97M-V/def2-TZVPD) of a single C17H22N2O molecule.

Geometry as XYZ:
```
42
Properties=species:S:1:pos:R:3:forces:R:3
O -0.696901 -1.088812 1.932430 -0.06 -0.04 0.40
C -0.392312 -0.882040 0.778045 0.40 -0.09 -0.28
N -1.302603 -0.522019 -0.158786 -0.30 0.14 -0.43
H -0.996886 -0.329740 -1.097667 0.12 -0.10 0.11
C -2.683530 -0.248552 0.162373 -0.12 -0.12 0.09
C -3.048669 1.207537 0.004213 0.13 -0.02 -0.15
N -3.762625 1.736804 0.986585 -0.07 -0.42 0.30
C -4.117021 3.005953 0.907528 -0.08 0.42 -0.11
C -3.776030 3.828630 -0.155035 0.02 -0.06 0.00
C -3.036096 3.278507 -1.189515 0.00 -0.06 0.03
C -2.668857 1.945846 -1.113727 -0.08 0.07 0.10
H -2.104259 1.490382 -1.914016 0.07 -0.04 -0.07
H -2.752245 3.876908 -2.043629 0.01 0.04 -0.05
H -4.080557 4.863237 -0.174419 -0.04 0.08 0.02
H -4.698767 3.377818 1.740857 -0.05 0.12 0.02
H -3.337416 -0.857134 -0.475439 0.04 0.03 0.12
H -2.835739 -0.535879 1.204955 -0.05 0.04 -0.21
C 1.041148 -1.021168 0.251753 -0.23 -0.01 0.31
C 1.114883 -2.069403 -0.866040 0.13 0.00 -0.05
C 2.560224 -2.202801 -1.348195 0.01 -0.19 -0.23
C 3.451049 -2.648161 -0.190445 -0.01 0.04 0.01
C 3.384421 -1.606574 0.925032 0.15 -0.06 0.15
C 3.878141 -0.260262 0.398368 -0.03 -0.03 -0.01
C 2.987655 0.184291 -0.760007 0.09 0.26 -0.12
C 3.047968 -0.855076 -1.878940 -0.02 -0.01 0.05
H 2.426007 -0.536540 -2.719698 0.00 0.02 -0.07
H 4.073809 -0.949325 -2.241796 0.04 0.01 -0.06
C 1.544644 0.329452 -0.275115 0.14 -0.01 -0.05
H 1.490783 1.073909 0.522736 -0.06 0.06 0.02
H 0.921314 0.683229 -1.100954 -0.05 0.04 -0.02
H 3.336879 1.151244 -1.140793 -0.03 -0.06 0.03
H 4.912736 -0.347496 0.058528 0.06 0.03 0.01
H 3.848641 0.484622 1.196502 0.04 0.05 0.04
C 1.943403 -1.467518 1.406770 0.02 0.01 -0.02
H 1.880190 -0.737092 2.214989 -0.03 -0.02 0.05
H 1.579734 -2.418262 1.800116 -0.03 0.01 0.06
H 4.015934 -1.925648 1.761237 -0.05 0.02 -0.04
H 3.115461 -3.617193 0.185161 0.02 -0.07 0.01
H 4.480978 -2.760781 -0.536930 0.05 -0.05 -0.01
H 2.602862 -2.947948 -2.151165 -0.02 0.05 0.06
H 0.757415 -3.029781 -0.487690 -0.08 -0.04 -0.01
H 0.479423 -1.787303 -1.709593 -0.05 -0.01 -0.03
```
Positions in Å, forces in eV/Å.

DFT total energy   -23015.42935 eV
Total charge   0
SMILES   O=C(NCc1ccccn1)[C@]12C[C@H]3C[C@H](C[C@H](C3)C1)C2
E_LUMO   0.57 eV
Relative energy (zero: lowest compared OMol25 entry of this formula, charge and spin)   0.0 kJ/mol

These are the Mulliken partial charges, in e, on atoms 1 to 4: -0.71, -1.07, -0.04, 0.25